C11H20FNO11P2SSiTa | the ωB97M-V functional and the def2-TZVPD basis

Properties
LUMO, eV: -4.29
Kohn-Sham gap, eV: 7.75
Highest occupied orbital energy, Ha: -0.4422

Geometry as ORCA input:
```
! wB97M-V def2-TZVPD RIJCOSX def2/J DEFGRID3
* xyz 1 1
Ta -0.183 -0.019 -0.637
C -1.124 -2.152 3.635
Si -1.449 -1.181 2.079
C -1.313 0.630 2.511
C -3.065 -1.804 1.413
N -0.114 -1.385 0.768
C 0.863 -2.410 0.798
C 1.040 -3.442 1.715
C 2.078 -4.349 1.538
C 2.955 -4.266 0.467
C 2.802 -3.255 -0.473
C 1.768 -2.394 -0.247
F 1.521 -1.341 -1.142
H -1.882 -1.766 4.326
H -0.153 -1.987 4.101
H -1.312 -3.220 3.535
H -2.043 0.855 3.294
H -1.480 1.370 1.727
H -0.319 0.807 2.930
H -3.768 -1.812 2.253
H -2.931 -2.847 1.110
H -3.537 -1.272 0.595
H 0.384 -3.558 2.557
H 2.197 -5.144 2.262
H 3.752 -4.986 0.357
H 3.448 -3.142 -1.332
C 0.524 4.572 -1.955
C 0.453 3.113 -1.530
O -0.797 2.716 -0.964
P 0.861 1.986 -2.922
O -0.049 2.224 -4.161
O 2.322 2.277 -3.366
O 0.747 0.563 -2.404
P 1.578 2.731 -0.102
O 0.917 3.522 1.098
O 2.988 2.984 -0.358
O 1.117 1.238 0.149
H -0.106 4.772 -2.823
H 1.553 4.851 -2.183
H 0.176 5.194 -1.130
H -1.530 2.783 -1.593
H -0.944 1.831 -4.068
H 2.469 2.859 -4.127
H 1.556 4.096 1.547
O -1.392 -1.110 -2.031
S -2.506 -0.065 -1.967
O -3.819 -0.570 -1.961
O -2.078 0.451 -0.463
O -2.174 1.050 -2.827
*
```

natural (NBO) population analysis, charges in e, atoms 1 to 6: Ta 2.5829; C -1.1400; Si 1.7856; C -1.1441; C -1.1445; N -1.0437

C11H18N4O3 | the ωB97M-V functional and the def2-TZVPD basis

Properties
LUMO, eV: 0.66
Kohn-Sham gap, eV: 9.20
Highest occupied orbital energy, Ha: -0.3138
SMILES: CC(C)[C@H](N)C(=O)N[C@@H](Cc1c[nH]cn1)C(=O)O

Geometry as ORCA input:
```
! wB97M-V def2-TZVPD RIJCOSX def2/J DEFGRID3
* xyz 0 1
C -1.428 -1.063 0.293
C -0.636 -1.032 -1.034
C -2.927 -0.332 0.192
C -3.727 -0.391 -1.123
C -3.764 -0.692 1.415
C 0.736 0.862 -0.027
C -0.144 2.274 -0.311
C 2.172 1.355 -0.083
C 3.259 0.313 0.033
C 4.404 0.168 0.840
C 4.449 -1.444 -0.687
H -0.409 -1.580 2.073
H -0.880 -0.185 2.185
H -1.710 -2.111 0.418
H -2.835 0.778 0.428
H -3.852 -1.343 -1.607
H -4.627 0.049 -0.824
H -3.454 0.319 -1.967
H -4.846 -0.976 1.253
H -3.387 -1.478 2.118
H -3.747 0.178 2.065
H 0.581 0.069 -2.046
H 0.312 0.355 0.795
H 2.363 1.821 -1.036
H 2.367 2.120 0.608
H 4.820 0.827 1.719
H 4.722 -2.315 -1.143
H 6.044 -1.122 0.603
H -0.638 3.211 -1.760
N -0.574 -0.753 1.485
N 0.495 -0.174 -1.057
N 3.360 -0.697 -0.978
N 5.074 -0.874 0.279
O -1.143 -1.629 -1.967
O -0.132 3.212 0.454
O -0.300 2.285 -1.608
*
```

natural (NBO) population analysis, charges in e, atoms 1 to 6: C -0.1427; C 0.6880; C -0.2047; C -0.6105; C -0.6304; C -0.1552

C20H32NO2 | the ωB97M-V functional and the def2-TZVPD basis

Properties
LUMO, eV: -2.14
Kohn-Sham gap, eV: 9.10
Highest occupied orbital energy, Ha: -0.4130
SMILES: Cc1ccc(OC[C@@H](O)C[N@H+]2C[C@@]3(C)C[C@@H]2CC(C)(C)C3)cc1

Geometry as ORCA input:
```
! wB97M-V def2-TZVPD RIJCOSX def2/J DEFGRID3
* xyz 1 1
C -5.933 -2.462 0.268
C -4.979 -1.310 0.262
C -5.022 -0.353 -0.745
C -4.164 0.731 -0.748
C -3.231 0.869 0.270
C -3.179 -0.075 1.289
C -4.049 -1.148 1.283
H -4.006 -1.871 2.084
H -2.471 0.055 2.094
O -2.355 1.942 0.367
C -1.729 2.425 -0.798
C -0.246 2.020 -0.724
O 0.287 2.356 0.535
H -0.457 2.426 1.155
C -0.089 0.490 -0.906
N 1.227 0.109 -0.366
H 1.354 0.784 0.416
C 1.325 -1.291 0.125
H 1.217 -1.338 1.207
H 0.528 -1.882 -0.331
C 2.686 -1.806 -0.367
C 2.695 -3.325 -0.483
H 3.644 -3.667 -0.885
H 2.554 -3.784 0.493
H 1.903 -3.671 -1.143
C 2.774 -1.091 -1.717
C 2.387 0.318 -1.300
C 3.529 0.980 -0.539
H 4.358 1.092 -1.240
H 3.234 1.986 -0.233
C 4.017 0.190 0.699
C 5.510 0.490 0.885
H 5.904 -0.053 1.740
H 5.665 1.552 1.058
H 6.083 0.200 0.007
C 3.313 0.670 1.979
H 2.270 0.372 2.056
H 3.364 1.753 2.056
H 3.824 0.257 2.846
C 3.850 -1.337 0.517
H 3.762 -1.799 1.501
H 4.762 -1.732 0.067
H 2.072 0.949 -2.133
H 3.770 -1.130 -2.150
H 2.068 -1.512 -2.434
H -0.183 0.193 -1.951
H -0.864 -0.013 -0.319
H 0.333 2.558 -1.482
H -1.805 3.517 -0.792
H -2.180 2.037 -1.713
H -4.245 1.473 -1.527
H -5.749 -0.448 -1.538
H -6.234 -2.724 -0.743
H -6.830 -2.194 0.826
H -5.490 -3.332 0.746
*
```

natural (NBO) population analysis, charges in e, atoms 1 to 6: C -0.6291; C -0.0249; C -0.1745; C -0.3064; C 0.3447; C -0.2937

C29H37IrN5O5PS | the ωB97M-V functional and the def2-TZVPD basis

Properties
LUMO (alpha / beta), eV: -3.48 / -5.17
Kohn-Sham gap (alpha / beta), eV: 7.34 / 5.65
Highest occupied orbital energy (alpha / beta), Ha: -0.3979 / -0.3977

Geometry as ORCA input:
```
! wB97M-V def2-TZVPD RIJCOSX def2/J DEFGRID3
* xyz 1 2
Ir -0.348 0.107 -0.047
O -0.007 -2.196 0.159
C -0.409 -2.649 1.464
C 0.613 -2.088 2.419
N 0.835 -0.652 2.222
C 0.254 0.216 3.245
C 0.116 1.587 2.605
O 0.750 2.550 2.947
O -0.739 1.560 1.589
C 2.232 -0.300 1.942
C 2.565 -0.199 0.468
O 3.660 -0.473 0.056
O 1.612 0.282 -0.313
H -0.475 -2.678 -0.534
H -0.401 -3.738 1.508
H -1.419 -2.294 1.688
H 1.559 -2.609 2.269
H 0.281 -2.287 3.442
H 0.867 0.282 4.149
H -0.730 -0.163 3.509
H 2.920 -1.014 2.395
H 2.448 0.688 2.357
C -5.463 1.186 4.791
C -4.584 0.005 4.353
C -5.154 -1.300 4.928
C -3.181 0.211 4.920
C -4.581 -0.088 2.830
C -5.816 -0.181 2.153
C -5.903 -0.286 0.786
C -4.714 -0.300 0.057
S -4.501 -0.438 -1.659
C -2.812 -0.368 -1.442
N -2.405 -0.245 -0.197
C -3.482 -0.208 0.698
C -3.415 -0.101 2.087
C -1.796 -0.422 -2.486
C -2.060 -0.564 -3.841
C -0.999 -0.560 -4.733
C 0.304 -0.439 -4.261
C 0.574 -0.298 -2.905
C -0.485 -0.279 -1.999
H -5.356 1.350 5.864
H -6.519 1.004 4.592
H -5.173 2.105 4.277
H -5.231 -1.227 6.014
H -4.509 -2.147 4.687
H -6.148 -1.513 4.535
H -3.234 0.273 6.007
H -2.731 1.139 4.557
H -2.523 -0.627 4.677
H -6.734 -0.169 2.725
H -6.862 -0.355 0.292
H -2.449 -0.009 2.552
H -3.078 -0.669 -4.198
H -1.184 -0.660 -5.793
H 1.127 -0.447 -4.964
H 1.590 -0.210 -2.549
C -0.102 5.048 -1.924
N -0.964 4.070 -2.561
C -2.345 4.312 -2.181
N -2.538 4.276 -0.729
C -1.618 5.224 -0.098
N -0.220 5.008 -0.468
C 0.360 3.811 0.112
P -0.633 2.343 -0.438
C -0.539 2.705 -2.270
C -2.370 2.932 -0.197
H -0.395 6.041 -2.267
H 0.936 4.865 -2.206
H -2.991 3.564 -2.645
H -2.632 5.301 -2.542
H -1.718 5.157 0.987
H -1.897 6.228 -0.416
H 0.372 3.851 1.199
H 1.389 3.685 -0.230
H -1.165 2.001 -2.808
H 0.495 2.562 -2.593
H -2.609 2.917 0.866
H -3.055 2.254 -0.708
*
```

Mulliken population analysis, charges in e, atoms 1 to 6: Ir 1.9267; O -0.5388; C -0.4020; C -0.7933; N -0.0117; C -0.0225

Cl2HNOS | the ωB97M-V functional and the def2-TZVPD basis

Properties
LUMO, eV: -0.86
Kohn-Sham gap, eV: 9.91
Highest occupied orbital energy, Ha: -0.3961

Geometry as ORCA input:
```
! wB97M-V def2-TZVPD RIJCOSX def2/J DEFGRID3
* xyz 0 1
N 1.361 -1.295 -0.086
O 2.262 0.386 1.609
S 1.603 0.122 0.328
Cl 1.926 -2.744 0.559
Cl -3.021 1.618 -1.032
H -4.131 1.913 -1.378
*
```

List of natural (NBO) charges in e, atom by atom: N -0.8217; O -0.8526; S 1.4717; Cl 0.2025; Cl -0.2426; H 0.2427

C17H27NO2 | the ωB97M-V functional and the def2-TZVPD basis

Properties
LUMO, eV: 0.80
Kohn-Sham gap, eV: 9.52
Highest occupied orbital energy, Ha: -0.3202
SMILES: CCCCCCCCC(=O)NCCOc1ccccc1

Geometry as ORCA input:
```
! wB97M-V def2-TZVPD RIJCOSX def2/J DEFGRID3
* xyz 0 1
C -8.791 -1.137 -0.263
C -7.413 -1.652 0.132
C -6.311 -0.657 -0.224
C -4.926 -1.163 0.173
C -3.828 -0.165 -0.188
C -2.447 -0.665 0.231
C -1.307 0.247 -0.224
C -1.337 1.623 0.449
C -0.118 2.425 0.033
O -0.132 3.262 -0.844
N 0.999 2.124 0.739
H 0.994 1.339 1.371
C 2.296 2.646 0.388
C 3.142 1.595 -0.334
O 3.352 0.532 0.574
C 4.116 -0.529 0.183
C 4.701 -0.670 -1.069
C 5.460 -1.795 -1.349
C 5.642 -2.782 -0.399
C 5.056 -2.642 0.849
C 4.299 -1.527 1.141
H 3.838 -1.402 2.109
H 5.191 -3.407 1.600
H 6.236 -3.654 -0.627
H 5.911 -1.894 -2.326
H 4.575 0.083 -1.830
H 4.098 2.037 -0.640
H 2.606 1.239 -1.224
H 2.131 3.500 -0.272
H 2.816 2.968 1.294
H -2.223 2.172 0.132
H -1.356 1.507 1.534
H -0.356 -0.244 0.002
H -1.360 0.382 -1.307
H -2.288 -1.657 -0.198
H -2.415 -0.769 1.319
H -3.836 0.007 -1.267
H -4.042 0.786 0.302
H -4.905 -1.350 1.249
H -4.732 -2.114 -0.330
H -6.331 -0.467 -1.300
H -6.507 0.292 0.281
H -7.220 -2.600 -0.376
H -7.391 -1.844 1.207
H -8.838 -0.956 -1.335
H -9.561 -1.860 -0.003
H -9.010 -0.203 0.250
*
```

natural (NBO) population analysis, charges in e, atoms 1 to 6: C -0.5997; C -0.3871; C -0.3872; C -0.3838; C -0.3931; C -0.3860

C4H5ClN2O2S | the ωB97M-V functional and the def2-TZVPD basis

Properties
LUMO (alpha / beta), eV: -2.03 / -2.04
Kohn-Sham gap (alpha / beta), eV: 7.05 / 7.05
Highest occupied orbital energy (alpha / beta), Ha: -0.3337 / -0.3337

Geometry as ORCA input:
```
! wB97M-V def2-TZVPD RIJCOSX def2/J DEFGRID3
* xyz 0 1
C -0.406 0.005 2.379
C 0.198 0.516 1.229
C -0.414 -1.613 1.063
C -0.266 1.465 -2.112
N -0.760 -1.251 2.279
N 0.131 -0.523 0.426
O 2.290 -0.342 -1.114
O 0.499 -1.965 -1.672
S 0.855 -0.652 -1.196
Cl -1.792 1.327 -1.451
H -0.411 0.399 3.402
H 0.405 1.501 0.813
H -0.631 -2.540 0.580
H -0.180 1.686 -3.236
H 0.481 1.986 -1.391
*
```

natural (NBO) population analysis, charges in e, atoms 1 to 6: C -0.0741; C -0.1197; C 0.1495; C -0.4481; N -0.4289; N -0.5610

Values of max |F|, in order: 0.99; 6.62; 0.94; 1.45; 3.19; 0.60; 4.95, all in eV/A.